Entry 1:
{
  "formula": "C23H24EuN9S3",
  "method": "ωB97M-V with the def2-TZVPD basis set",
  "symbols": ["N", "H", "C", "N", "S", "C", "H", "H", "H", "N", "C", "H", "C", "H", "C", "C", "N", "H", "C", "C", "N", "H", "C", "C", "N", "C", "H", "C", "H", "H", "S", "H", "C", "C", "C", "C", "H", "H", "C", "C", "C", "H", "H", "N", "C", "S", "Eu", "H", "H", "H", "H", "H", "H", "C", "H", "C", "N", "H", "N", "C"],
  "positions_angstrom": [[1.2040, 2.6380, 1.4707], [-0.9634, 5.0036, 2.6151], [2.4594, -0.6551, 1.6525], [0.0474, -3.0353, -5.6927], [-2.9343, -0.5942, 4.3712], [-4.6177, -0.1283, 3.9662], [5.0992, -0.5313, -1.1163], [-0.5310, -5.3577, -1.4137], [2.8564, 0.4337, -1.4319], [-1.2403, 3.1427, -0.2450], [-0.5405, 4.3802, 1.8261], [0.9141, 3.7425, 3.2711], [-1.9683, -0.2061, 2.9991], [-0.0893, 1.9817, -5.1891], [-0.0944, -2.6060, -4.4472], [3.7199, -1.2209, 1.8941], [-0.5545, -1.6305, -0.3956], [-0.2471, 2.3601, -2.7538], [1.4353, -0.7174, 2.6410], [4.3763, -0.5780, -0.3144], [-0.1331, -4.8514, -4.0117], [-0.9076, -2.2669, 1.5237], [-0.2607, -0.9160, -2.6884], [4.6796, -1.1789, 0.9076], [2.1744, -0.0511, 0.4573], [-0.7456, -2.5864, 0.5061], [1.9389, 2.1353, 1.9598], [-0.0791, -0.1580, -4.9630], [-0.7097, 3.8003, -0.8107], [-2.0709, 2.9469, -0.8010], [0.0403, -4.6413, -5.5981], [1.6902, 3.3669, 0.9562], [-0.2258, 1.3496, -3.1454], [-1.6981, 3.8912, 0.9766], [-0.3876, -1.9928, -1.6859], [-0.3654, -3.3256, -2.0773], [-5.1966, -1.0309, 3.7830], [-0.9091, -4.6718, 0.9744], [-0.5431, -4.3167, -1.1110], [-0.1959, -3.6334, -3.4941], [-0.1280, 1.1392, -4.5122], [-5.0183, 0.3968, 4.8318], [-2.3175, 4.7341, 0.6745], [-0.6994, -0.4816, 3.3139], [3.1197, -0.0356, -0.4897], [-2.5683, 0.4564, 1.5226], [-0.1742, 0.7903, 0.2482], [5.6568, -1.6138, 1.0783], [1.6126, -1.2216, 3.5826], [-2.3225, 3.2168, 1.5545], [-0.3125, 2.5374, 2.9307], [0.1023, 5.0505, 1.2412], [-4.6474, 0.5178, 3.0940], [-0.7475, -3.9425, 0.1928], [0.0068, -0.3897, -6.0188], [-0.1427, -1.2066, -4.0431], [-0.2863, 0.3645, -2.2532], [3.9221, -1.6832, 2.8515], [0.2003, -0.2226, 2.3605], [0.3176, 3.3024, 2.4745]],
  "s2": 12.009,
  "charge": 2,
  "max_force_ev_per_a": 3.8,
  "energy_ev": -89476.168,
  "lumo_energy_ev": [-6.922, -6.601],
  "spin_multiplicity": 7,
  "homo_energy_ev": [-13.13, -13.13]
}

Entry 2:
{
  "formula": "C23H24IrN9O2",
  "method": "ωB97M-V with the def2-TZVPD basis set",
  "symbols": ["H", "N", "H", "C", "N", "H", "C", "N", "H", "C", "C", "H", "C", "N", "N", "C", "C", "C", "H", "O", "H", "H", "H", "H", "H", "H", "H", "O", "H", "H", "N", "C", "H", "N", "C", "C", "H", "H", "C", "C", "H", "C", "H", "C", "C", "C", "C", "N", "C", "C", "H", "N", "C", "C", "H", "Ir", "H", "H", "C"],
  "positions_angstrom": [[-1.8199, 2.3232, -0.9935], [-1.9670, -1.0831, 0.5552], [-5.0448, -2.6374, 2.2572], [-2.9317, -2.2527, 2.3984], [-0.1620, -0.1080, -3.0232], [-0.7759, 0.2523, 3.6545], [-0.5067, -1.1491, -3.6747], [0.2574, -0.4810, 1.9411], [0.7243, 1.0859, 3.2970], [4.0387, 2.0615, 0.4821], [3.2733, 2.4270, -0.6114], [-2.8105, -2.7291, 3.3623], [-0.9271, 1.7253, 2.1108], [-0.3452, -3.7038, -0.5308], [1.8954, -3.6756, -1.0653], [-0.4377, -1.7547, 2.3049], [1.9964, -5.1262, -1.2489], [-2.1558, 3.7697, 2.0401], [4.1304, 0.7923, 2.2261], [-0.6443, 0.4215, -2.0148], [-3.2220, -0.4982, -0.9754], [1.4026, 2.0914, -1.6295], [-2.5813, 4.6324, 2.5354], [0.0940, -2.5660, 1.8061], [3.6120, 3.1784, -1.3105], [4.9992, 2.5270, 0.6598], [2.1385, -0.6196, 2.9571], [0.8103, -1.7370, -0.7982], [-0.3960, -1.9285, 3.3798], [-5.2457, -1.5118, 0.0361], [1.5905, 0.8794, 0.0306], [2.3362, 0.5101, 1.1027], [3.0093, -5.3583, -1.5618], [-1.0615, 1.5763, 0.7807], [-1.8455, -1.6950, 1.7644], [-4.2964, -1.5758, 0.5490], [1.3146, -5.4680, -2.0282], [-2.8336, 4.3215, 0.0662], [-0.1691, 0.6552, 2.8435], [-3.1701, -1.0152, -0.0268], [1.8021, -5.6521, -0.3143], [3.5569, 1.0919, 1.3589], [-1.3387, 2.9131, 3.8398], [1.7549, -0.6074, 1.9368], [-1.7394, 2.4940, 0.0720], [-1.6465, -1.9029, -3.2211], [-4.1787, -2.2005, 1.7776], [0.9148, -1.9761, -5.6574], [-1.4624, 2.8146, 2.7691], [-2.2977, 3.6027, 0.6695], [1.9952, -1.5603, 1.4645], [-2.5210, -2.4768, -2.7499], [0.2736, -1.5786, -4.7929], [0.7766, -3.0196, -0.8003], [-1.2274, -3.2211, -0.5782], [-0.2185, -0.0992, 0.0190], [2.7009, -3.1019, -1.2627], [-0.3702, -4.7073, -0.6303], [2.0452, 1.8194, -0.8027]],
  "s2": 0.763,
  "charge": 3,
  "max_force_ev_per_a": 0.5,
  "energy_ev": -44559.151,
  "lumo_energy_ev": [-9.991, -11.645],
  "e_above_lowest_ev": 0.034,
  "spin_multiplicity": 2,
  "homo_energy_ev": [-18.58, -18.56]
}

Entry 3:
{
  "formula": "C23H24N2O4",
  "method": "ωB97M-V with the def2-TZVPD basis set",
  "symbols": ["C", "C", "C", "C", "C", "C", "H", "C", "C", "C", "H", "H", "H", "H", "H", "H", "H", "H", "C", "H", "C", "N", "H", "C", "C", "C", "H", "C", "H", "C", "H", "C", "H", "O", "O", "H", "C", "H", "O", "H", "O", "N", "C", "H", "H", "H", "C", "C", "C", "C", "H", "H", "H"],
  "positions_angstrom": [[0.3508, -1.7179, 1.7928], [1.7469, -0.7170, 1.9926], [3.6188, -2.8064, -1.9798], [2.5065, 0.1963, 0.1340], [-4.4097, -1.4875, -0.2963], [5.0020, -2.9070, -0.0766], [-7.3331, -1.1484, -1.4373], [3.0413, -1.6861, -1.6057], [4.7244, -3.1523, -1.3208], [1.5224, 2.2909, 0.2424], [-4.3465, 0.5719, -0.8497], [1.6634, -0.5805, 3.1330], [3.4310, -3.2507, -3.1682], [1.4214, 1.8804, 3.3269], [1.5189, 3.4147, -2.2268], [5.2550, -4.1537, -1.5909], [2.8584, 1.7309, -1.6563], [0.1693, 3.0383, 2.2222], [4.3876, -1.5748, 0.3325], [5.7492, -3.2627, 0.5262], [-2.5087, -2.4371, 0.7576], [1.9025, 0.3177, 1.2950], [2.5656, -1.7208, 2.0389], [2.4058, 1.4330, -0.6684], [-2.6087, 2.4086, -0.5625], [1.7357, 4.1439, -1.5253], [1.2804, 5.2453, -1.5834], [-2.5631, -0.0196, -0.1131], [4.5362, -1.1866, 1.2797], [-1.9235, -1.2462, 0.7346], [-2.7744, 2.0930, -1.6273], [-6.4659, -0.6942, -1.1318], [-4.2304, -3.4181, 0.3475], [-1.9005, 1.3333, -0.0479], [-5.5865, -1.6333, -0.6763], [-0.2042, 0.1770, 0.5631], [1.2082, 3.5362, -0.4357], [-0.3006, 1.1914, 2.6988], [0.0646, -2.7099, 2.2799], [2.2403, -1.1142, -2.3465], [0.3670, 4.1738, 0.6626], [-0.5881, -0.8750, 1.0847], [0.5172, 1.9171, 2.4931], [-6.6275, 0.1831, -0.5714], [-3.3965, 2.4834, 0.0309], [-1.7610, 3.2015, -0.2715], [1.3064, 1.4964, 1.1677], [-3.7347, -2.6937, 0.1396], [-3.9041, -0.1870, -0.5049], [3.2937, -0.8833, -0.6931], [2.7011, 4.1678, -1.2609], [-5.8866, -0.2629, -2.2467], [-2.0376, -3.0989, 1.1987]],
  "max_force_ev_per_a": 16.7,
  "energy_ev": -35390.084,
  "lumo_energy_ev": -0.344,
  "e_above_lowest_ev": 22.684,
  "spin_multiplicity": 1,
  "homo_energy_ev": -7.12
}